2 unconnected molecules or ions with the total composition CN2O2 in a non-equilibrium geometry, computed with ωB97M-V/def2-TZVPD.

Last column: Löwdin charge in e.
Cartesian coordinates (Å):
O1 -1.2891 0.6132 -2.0092  0.24
C1 -0.3712 0.5169 -1.3587  -0.46
O2 0.3910 0.3571 -0.5345  0.17
N1 0.3292 -0.4411 2.2815  0.03
N2 0.9065 -0.9968 1.5128  0.02

The value obtained for the LUMO energy is 0.53 eV. As for the spin multiplicity: 1. The calculation puts the energy above the lowest of the compared OMol25 structures with the same formula, charge and spin at 31.89 kJ/mol. The calculation puts the molar mass at 72.0 g mol⁻¹. The largest force on an atom comes out at 3.891 eV/Å. The charge is 0. The energy is -8113.45285 eV. The SMILES is O=C=O.N#N. As for the HOMO energy: -13.07 eV.

***

A molecular structure, C31H30F4N4PTl in a non-equilibrium geometry, computed with ωB97M-V/def2-TZVPD.

Last column: Löwdin charge in e.
Cartesian coordinates (Å):
Tl1 -1.0560 -2.4118 0.9266  0.97
C1 0.2032 -1.6742 3.8790  -0.08
N1 -0.4653 -2.8868 3.3644  -0.41
C2 0.3926 -4.0124 3.6725  -0.09
C3 -1.8168 -3.1283 3.7769  -0.26
C4 -2.7727 -1.9888 3.6626  -0.19
N2 -2.5544 -1.3336 2.3982  -0.03
C5 -3.7022 -0.9916 1.6768  -0.19
C6 -3.5522 0.1289 0.8406  -0.14
F1 -2.2582 0.5601 0.6296  0.02
C7 -4.4986 0.6313 0.0155  -0.15
F2 -4.2182 1.6229 -0.8806  0.09
C8 -5.8307 0.0750 0.1343  0.17
C9 -5.9893 -1.0504 0.9539  -0.21
F3 -7.1874 -1.5873 1.0428  0.15
C10 -4.9648 -1.6021 1.6670  -0.08
F4 -4.9956 -2.9127 2.1472  0.08
H1 0.1492 -1.7596 4.9820  0.11
H2 -0.3916 -0.7349 3.6663  0.09
H3 1.1994 -1.5855 3.4166  0.06
H4 0.5352 -4.1706 4.7176  0.10
H5 1.3096 -3.9888 3.0841  0.07
H6 -0.0908 -4.9226 3.2407  0.11
H7 -1.8331 -3.6218 4.7296  0.13
H8 -2.1808 -3.9714 3.1454  0.13
H9 -2.5781 -1.2969 4.4875  0.15
H10 -3.8049 -2.4244 3.7672  0.14
H11 -6.7293 0.5025 -0.2880  0.15
N3 5.4916 -2.1365 2.3471  0.04
C11 5.2320 -1.8008 3.6647  -0.08
C12 3.8594 -2.0134 3.8473  -0.17
N4 3.3318 -2.5275 2.7186  0.00
C13 4.3109 -2.6063 1.8177  -0.19
H12 6.3889 -2.0818 1.7991  0.18
H13 5.9212 -1.3039 4.3237  0.11
H14 3.2686 -1.9614 4.7495  0.10
H15 4.2192 -2.9595 0.7558  0.13
C14 0.5724 3.7760 -6.5682  -0.03
C15 -0.5265 2.8648 -6.4391  -0.03
C16 -0.9090 2.3728 -5.1794  -0.09
C17 -0.2646 2.7450 -3.9901  -0.36
C18 0.8525 3.5844 -4.1410  -0.07
C19 1.2230 4.1100 -5.4156  -0.05
P1 -0.4613 1.7392 -2.5219  1.26
C20 0.1865 2.8227 -1.2280  -0.35
C21 0.9962 2.2770 -0.1828  -0.06
C22 1.3384 3.0452 0.9096  -0.06
C23 1.0787 4.4055 0.9524  -0.03
C24 0.2910 4.9528 -0.0441  -0.03
C25 -0.1614 4.1690 -1.1288  -0.07
C26 0.6757 0.3627 -2.7164  -0.36
C27 0.1948 -0.9398 -2.5722  -0.13
C28 0.9879 -1.9856 -2.9865  -0.05
C29 2.3306 -1.7370 -3.3545  -0.03
C30 2.8792 -0.4513 -3.2921  -0.05
C31 2.0812 0.5994 -2.8792  -0.05
H16 0.9215 4.1034 -7.5383  0.12
H17 -1.0789 2.4920 -7.2799  0.11
H18 -1.8383 1.8115 -5.2959  0.11
H19 1.3945 3.8883 -3.2532  0.10
H20 2.0983 4.7800 -5.3388  0.13
H21 1.1209 1.1960 -0.2325  0.10
H22 1.7560 2.5980 1.8043  0.12
H23 1.3127 4.9888 1.8054  0.11
H24 0.0728 6.0235 -0.0835  0.13
H25 -0.7784 4.6238 -1.8578  0.10
H26 -0.7438 -1.0278 -2.0877  0.06
H27 0.6027 -3.0194 -3.0264  0.13
H28 3.0806 -2.4968 -3.4698  0.11
H29 3.9217 -0.3579 -3.4500  0.11
H30 2.4509 1.6107 -2.7979  0.11

The value obtained for the LUMO energy (alpha / beta) is -8.57 / -7.86 eV. As for the spin multiplicity: 1. The calculation puts the energy above the lowest of the compared OMol25 structures with the same formula, charge and spin at 168.48 kJ/mol. The calculation puts the molar mass at 770.0 g mol⁻¹. The largest force on an atom comes out at 3.055 eV/Å. The charge is +2. The energy is -63427.18640 eV. As for the HOMO energy (alpha / beta): -12.84 / -12.84 eV.

***

A molecular structure, C28H20CrNO3 in a non-equilibrium geometry, computed with ωB97M-V/def2-TZVPD.

Last column: Löwdin spin population.
Cartesian coordinates (Å):
O1 -1.8663 -4.8888 3.7059  0.02
C1 -1.7213 -3.7422 3.7386  0.01
Cr1 -1.3044 -1.9045 4.0469  0.86
C2 0.4657 -2.4304 3.5298  -0.01
O2 1.5024 -2.9162 3.2740  0.00
C3 -0.8140 -2.5998 5.7715  0.03
O3 -0.5415 -3.2177 6.7290  0.05
C4 -3.2299 -0.8911 4.5244  0.02
C5 -3.2305 -1.3470 3.2210  0.00
C6 -2.1880 -0.9997 2.3381  0.00
C7 -1.1964 -0.0715 2.7836  0.00
C8 -0.2240 0.3781 1.8050  0.00
C9 0.6450 0.5285 0.9192  0.01
C10 1.6561 0.8857 -0.0198  0.00
C11 2.3649 -0.2587 -0.6472  0.00
C12 3.6602 0.0147 -1.1347  0.00
C13 4.4134 -0.9904 -1.6999  0.01
C14 3.8093 -2.2599 -2.0101  0.00
C15 2.4929 -2.5641 -1.5367  0.01
C16 1.8338 -1.5962 -0.7624  0.00
C17 -1.0794 0.2055 4.1793  0.01
C18 -2.1412 -0.1834 5.0211  0.00
H1 -4.0702 -1.0854 5.1686  0.00
H2 -4.0108 -1.9605 2.8119  0.00
H3 -2.1367 -1.3214 1.2806  0.00
H4 2.2415 1.7997 0.2449  0.00
H5 4.0726 1.0293 -0.9084  0.00
H6 5.4631 -0.8198 -1.9913  0.00
H7 4.3487 -3.0853 -2.5458  0.00
H8 1.9970 -3.5446 -1.7956  0.00
H9 0.9612 -1.9222 -0.1793  0.00
H10 -0.2125 0.7845 4.5405  0.00
H11 -2.0731 0.1005 6.0649  0.00
C19 -0.5174 4.2288 -4.4188  0.03
C20 -0.0363 3.2536 -3.3561  0.25
C21 1.0095 3.6620 -2.5599  0.12
C22 1.4603 2.8088 -1.5660  0.18
N1 0.9112 1.6439 -1.2904  0.21
C23 -0.1308 1.2026 -2.0363  0.04
C24 -0.6265 1.9762 -3.1491  0.02
C25 -1.6561 1.4238 -3.9467  0.38
C26 -2.1564 0.1464 -3.6882  0.21
C27 -1.6819 -0.5631 -2.5645  0.15
C28 -0.7490 -0.0018 -1.7134  0.32
H12 -1.3524 3.8767 -5.0364  0.00
H13 -0.8470 5.1867 -3.9806  0.01
H14 0.2803 4.5342 -5.1166  0.01
H15 1.4396 4.6694 -2.7382  0.00
H16 2.2874 3.1799 -0.9998  0.01
H17 -2.0704 1.9874 -4.7963  0.01
H18 -2.9170 -0.2871 -4.3383  0.00
H19 -2.0732 -1.5607 -2.3837  0.00
H20 -0.4618 -0.4937 -0.7880  0.01

The value obtained for the LUMO energy (alpha / beta) is -6.38 / -9.10 eV. As for the spin multiplicity: 4. The calculation puts the molar mass at 470.5 g mol⁻¹. The largest force on an atom comes out at 5.745 eV/Å. The charge is +2. The expectation value of S² is 3.795. The energy is -65393.87807 eV. As for the HOMO energy (alpha / beta): -11.35 / -14.35 eV.

***

A molecular structure, C5H9NO in a non-equilibrium geometry, computed with ωB97M-V/def2-TZVPD.

Last column: Löwdin charge in e.
Cartesian coordinates (Å):
C1 -1.6862 -1.1188 0.1566  -0.06
C2 -0.6384 -0.1360 -0.2551  -0.26
C3 -0.7647 1.3505 -0.4309  -0.12
C4 0.5955 1.4894 0.3689  -0.07
C5 0.6567 0.0274 0.1136  -0.32
N1 1.5410 -0.8846 -0.3704  -0.05
O1 2.6343 -1.2148 0.4706  -0.04
H1 -2.4148 -1.3784 -0.6138  0.07
H2 -2.2433 -0.6360 0.9764  0.08
H3 -1.2652 -2.0486 0.5603  0.08
H4 0.7285 -1.4883 -0.7678  0.17
H5 -0.6078 1.6945 -1.4648  0.11
H6 -1.6595 1.7925 0.0038  0.10
H7 0.3567 1.7374 1.4115  0.11
H8 1.3966 2.1283 -0.0049  0.10
H9 3.3707 -1.3146 -0.1537  0.09

The value obtained for the LUMO energy is 0.87 eV. As for the spin multiplicity: 1. The calculation puts the energy above the lowest of the compared OMol25 structures with the same formula, charge and spin at 521.37 kJ/mol. The calculation puts the molar mass at 99.1 g mol⁻¹. The largest force on an atom comes out at 2.860 eV/Å. The charge is 0. The energy is -8863.80901 eV. As for the HOMO energy: -7.55 eV.

***

A molecular structure, C41H51N2P2SV in a non-equilibrium geometry, computed with ωB97M-V/def2-TZVPD.

Last column: Löwdin spin population.
Cartesian coordinates (Å):
V1 -1.3057 -0.5449 -0.2706  2.68
C1 -2.5060 -1.6363 1.2085  0.01
C2 -2.6360 -2.3175 -0.0464  0.03
C3 -1.4188 -3.0210 -0.2786  0.00
C4 -0.5405 -2.7603 0.7896  0.00
C5 -1.1868 -1.8706 1.6912  0.02
C6 -0.7412 -1.5729 3.0942  0.01
C7 0.7361 -3.5069 1.0458  0.00
C8 -1.2139 -4.0989 -1.3012  0.00
C9 -3.9484 -2.5990 -0.7199  0.01
C10 -3.6499 -1.1619 2.0507  0.00
H1 -1.3688 -2.1115 3.8126  0.00
H2 -0.8048 -0.5126 3.3392  0.00
H3 0.2908 -1.8762 3.2589  0.00
H4 0.5213 -4.5760 1.1424  0.00
H5 1.2063 -3.1815 1.9704  0.00
H6 1.4716 -3.3938 0.2512  0.00
H7 -1.6144 -5.0475 -0.9273  0.00
H8 -0.1558 -4.2566 -1.5197  0.00
H9 -1.7286 -3.8868 -2.2389  0.00
H10 -4.4839 -3.3965 -0.1922  0.00
H11 -3.8132 -2.9236 -1.7532  0.00
H12 -4.5930 -1.7193 -0.7228  0.00
H13 -3.8037 -1.8636 2.8787  0.00
H14 -4.5704 -1.1162 1.4696  0.00
H15 -3.4902 -0.1721 2.4764  0.00
S1 -0.0754 2.5186 -1.0067  0.01
C11 0.3955 4.0806 -1.3471  0.00
N1 0.7438 5.1683 -1.5884  0.00
C12 -0.7921 2.9382 4.1154  0.00
N2 -1.4586 3.1538 2.8535  0.00
C13 -0.8039 4.2012 2.0810  0.00
C14 -1.6051 1.9228 2.0897  0.01
C15 -2.7173 1.9334 1.0561  0.02
C16 -3.7367 2.8721 1.1697  0.00
C17 -4.7814 2.9125 0.2510  0.02
C18 -4.8129 1.9729 -0.7662  0.00
C19 -3.8025 1.0179 -0.8461  0.03
C20 -2.7002 0.9658 0.0248  0.00
H16 -0.7657 3.8768 4.6742  0.00
H17 0.2513 2.5829 4.0049  0.00
H18 -1.3432 2.2051 4.7097  0.00
H19 -0.8863 5.1536 2.6112  0.00
H20 -1.2814 4.2961 1.1070  0.00
H21 0.2633 3.9896 1.9048  0.00
H22 -1.8204 1.1298 2.8118  0.00
H23 -0.6660 1.6623 1.5768  0.01
H24 -3.6988 3.5900 1.9815  0.00
H25 -5.5525 3.6695 0.3319  0.00
H26 -5.6111 1.9917 -1.5019  0.00
H27 -3.8784 0.2847 -1.6473  0.00
C21 -2.3794 -1.2477 -3.6712  0.01
P1 -1.2823 -0.0788 -2.7461  0.05
C22 0.1821 -0.3271 -3.8376  0.00
C23 -1.8668 1.4924 -3.5077  0.01
H28 -2.2790 -1.0871 -4.7466  0.00
H29 -3.4244 -1.1170 -3.3868  0.00
H30 -2.0840 -2.2742 -3.4473  0.00
H31 -0.0424 0.0578 -4.8336  0.00
H32 0.4271 -1.3865 -3.9064  0.00
H33 1.0499 0.1990 -3.4417  0.00
H34 -2.2592 1.2840 -4.5063  0.00
H35 -1.0248 2.1763 -3.5644  0.00
H36 -2.6259 1.9637 -2.8895  0.00
C24 4.5534 3.6837 -1.0261  0.00
C25 3.7875 3.1032 -2.0330  0.00
C26 2.9706 2.0258 -1.7478  0.00
C27 2.8989 1.4897 -0.4584  0.00
C28 3.6683 2.0766 0.5373  0.00
C29 4.4846 3.1711 0.2551  0.00
P2 1.7608 0.0501 -0.1824  0.02
C30 2.4788 -0.5548 1.4132  0.00
C31 3.4048 -1.5850 1.5555  0.00
C32 3.8992 -1.9247 2.8099  0.00
C33 3.4782 -1.2381 3.9413  0.00
C34 2.5550 -0.2086 3.8124  0.00
C35 2.0595 0.1234 2.5609  0.00
C36 2.6046 -1.1277 -1.3468  0.00
C37 1.8650 -2.1977 -1.8412  0.01
C38 2.4431 -3.1544 -2.6672  0.00
C39 3.7808 -3.0511 -3.0150  0.00
C40 4.5321 -1.9841 -2.5365  0.00
C41 3.9511 -1.0318 -1.7098  0.00
H37 5.1879 4.5335 -1.2447  0.00
H38 3.8151 3.5025 -3.0390  0.00
H39 2.3637 1.6020 -2.5369  0.00
H40 3.6565 1.6861 1.5447  0.00
H41 5.0661 3.6188 1.0527  0.00
H42 3.7504 -2.1305 0.6862  0.00
H43 4.6250 -2.7247 2.8987  0.00
H44 3.8649 -1.5073 4.9167  0.00
H45 2.2198 0.3347 4.6884  0.00
H46 1.3405 0.9318 2.4610  0.00
H47 0.8105 -2.2502 -1.5887  0.01
H48 1.8473 -3.9798 -3.0411  0.00
H49 4.2365 -3.7936 -3.6599  0.00
H50 5.5811 -1.8991 -2.7960  0.00
H51 4.5516 -0.2114 -1.3382  0.00

The value obtained for the LUMO energy (alpha / beta) is 2.36 / 2.35 eV. As for the spin multiplicity: 4. The calculation puts the molar mass at 716.8 g mol⁻¹. The largest force on an atom comes out at 1.565 eV/Å. The charge is -1. The expectation value of S² is 3.773. The energy is -101427.12165 eV. As for the HOMO energy (alpha / beta): -3.98 / -4.11 eV.

***

3 unconnected molecules or ions with the total composition C3H10N2 in a non-equilibrium geometry, computed with ωB97M-V/def2-TZVPD.

Last column: Löwdin charge in e.
Cartesian coordinates (Å):
C1 -1.6669 -0.3562 0.4985  -0.12
N1 -0.7900 0.6609 -0.0922  -0.18
H1 -1.0851 1.6186 0.1441  0.12
H2 -0.7649 0.4997 -1.7555  0.06
H3 -2.7161 -0.0291 0.4390  0.08
H4 -1.4516 -0.5761 1.5552  0.08
H5 -1.5452 -1.2416 -0.1442  0.07
C2 1.2937 -0.8364 0.1476  -0.06
C3 0.6640 0.5273 0.0829  -0.50
N2 1.2863 1.5928 0.4364  0.12
H6 2.3105 1.5517 0.4504  0.05
H7 -0.0406 0.3126 -2.2406  0.04
H8 2.0606 -0.8678 0.9437  0.09
H9 0.7546 -1.7645 0.3813  0.07
H10 1.6909 -1.0920 -0.8466  0.08

The value obtained for the LUMO energy is 1.02 eV. As for the spin multiplicity: 1. The calculation puts the energy above the lowest of the compared OMol25 structures with the same formula, charge and spin at 248.22 kJ/mol. The calculation puts the molar mass at 74.1 g mol⁻¹. The largest force on an atom comes out at 3.684 eV/Å. The charge is 0. The energy is -6250.85570 eV. As for the HOMO energy: -8.70 eV.